Record 1
9 unconnected molecules or ions with the total composition C3H23NO11 at a distorted geometry. Source: the OMol25 dataset; level of theory: ωB97M-V with the def2-TZVPD basis set.

The geometry in XYZ format:
```
38
Properties=species:S:1:pos:R:3:lowdin_charge:R:1
O -3.3904 -2.9057 -0.7755 0.11
C -2.3128 -2.4863 -0.4279 -0.49
O -1.1960 -2.8531 -1.0804 0.12
C -2.1309 -1.5620 0.7448 -0.27
C -1.0751 -0.4548 0.5681 -0.19
O 0.2208 -0.9005 0.9022 -0.09
N -1.7691 -2.3238 1.9570 0.07
H -1.3619 -3.3449 -1.8713 0.11
H -3.0962 -1.1323 1.0087 0.15
H -1.3475 0.3635 1.2380 0.12
H -1.0812 -0.1093 -0.4645 0.09
H 0.7963 -0.9791 0.1318 0.06
H -0.7555 -2.4284 1.9820 0.07
H -2.0196 -3.3067 1.9012 0.08
H -0.2412 2.7581 1.4127 0.03
H 0.4969 2.5470 2.8000 0.03
O 0.4050 3.1097 2.0268 -0.04
H 3.0578 1.0144 -0.4748 0.07
H 2.2287 1.5987 0.6618 0.03
O 2.4092 0.7871 0.2031 -0.04
H 2.5857 -2.4249 0.9096 0.04
H 2.9615 -1.0010 0.9970 0.00
O 3.0145 -1.7422 0.3828 -0.06
H -0.5891 -0.0270 -3.4308 0.08
H 0.1844 -1.2324 -2.9450 0.07
O -0.1466 -0.3818 -2.6499 -0.03
H 1.8628 2.6525 -1.0203 -0.02
H 1.8397 4.0623 -0.4788 0.04
O 2.2700 3.5183 -1.1456 -0.06
H 1.1130 2.6510 -3.2395 0.04
H 0.8041 1.0284 -2.6604 -0.02
O 1.3489 1.7697 -2.9689 -0.07
H 0.9472 -0.4328 4.0972 0.04
H 1.6085 -0.0614 2.6623 -0.01
O 1.4942 0.1606 3.5862 -0.04
H -3.7689 1.0859 -1.5410 0.04
H -2.2892 1.2534 -1.6376 0.00
O -3.0780 1.7295 -1.3607 -0.04
```

Summary:
energy: -27496.49702 eV
ΔE to the lowest compared entry with this formula, charge and spin: 197.1 kJ/mol
SMILES: N[C@@H](CO)C(=O)O.O.O.O.O.O.O.O.O
orbital gap: 0.3565 Eh

---

Record 2
A molecular structure, C26H42IrN6Si. Source: the OMol25 dataset; level of theory: ωB97M-V with the def2-TZVPD basis set.

The geometry in XYZ format:
```
76
Properties=species:S:1:pos:R:3:lowdin_charge:R:1
Ir -0.5878 0.2317 -0.3316 1.53
C 0.0990 2.9767 -1.1001 -0.15
C -0.7010 2.6123 -2.3488 -0.13
N -0.9374 1.1437 -2.4003 -0.13
C -2.2695 0.7313 -2.8774 -0.11
C -3.2582 0.9532 -1.7721 -0.25
C -4.5159 1.4870 -1.9773 0.02
C -5.3538 1.6707 -0.8883 0.01
C -4.9063 1.3156 0.3734 0.02
C -3.6383 0.7802 0.5135 -0.24
C -3.0808 0.3317 1.8343 -0.13
N -1.6603 0.6580 1.8907 -0.11
C -1.3297 2.0456 2.2900 -0.14
C -0.2169 2.6353 1.4273 -0.15
N -0.6075 2.3466 0.0335 -0.17
N -2.8257 0.6084 -0.5445 0.04
H 0.1658 4.0616 -0.9907 0.14
H 1.1032 2.5704 -1.1457 0.08
H -0.1776 2.9556 -3.2411 0.14
H -1.6731 3.1116 -2.3333 0.13
H -0.2272 0.7048 -2.9769 0.12
H -2.2118 -0.3385 -3.0917 0.14
H -2.5743 1.2431 -3.7922 0.14
H -4.8295 1.7595 -2.9758 0.13
H -6.3388 2.0979 -1.0208 0.13
H -5.5309 1.4503 1.2460 0.13
H -3.1629 -0.7563 1.8865 0.13
H -3.6605 0.7418 2.6648 0.14
H -1.1661 -0.0027 2.4786 0.10
H -1.0389 2.0922 3.3399 0.14
H -2.2345 2.6500 2.1800 0.13
H 0.7396 2.1607 1.6280 0.10
H -0.1312 3.7079 1.6162 0.14
H -1.5776 2.6505 -0.0490 0.12
C -2.5349 -2.8892 -0.3729 0.00
C -1.2212 -2.8165 -1.0814 -0.28
C -0.6760 -3.8837 -1.7578 -0.01
C 0.5535 -3.7435 -2.4105 -0.01
C 1.2548 -2.5596 -2.3736 0.00
C 0.6701 -1.5088 -1.6628 -0.43
N -0.5445 -1.6487 -1.0938 -0.03
N 1.1018 -0.2483 -1.3619 -0.17
Si 2.8460 0.2166 -1.3941 0.46
C 3.8610 -1.3144 -1.0826 -0.15
C 3.1641 0.9102 -3.0913 -0.16
C 3.2018 1.5010 -0.0853 -0.15
H -2.5595 -3.7562 0.2861 0.10
H -3.3543 -2.9970 -1.0854 0.10
H -2.7042 -1.9942 0.2185 0.04
H -1.2053 -4.8256 -1.7796 0.13
H 0.9661 -4.5893 -2.9449 0.13
H 2.2105 -2.4424 -2.8596 0.11
H 4.1499 -1.8149 -2.0076 0.04
H 3.3310 -2.0366 -0.4585 0.03
H 4.7823 -1.0415 -0.5646 0.05
H 2.9686 0.1782 -3.8781 0.04
H 4.2134 1.2046 -3.1741 0.05
H 2.5624 1.7996 -3.2986 0.02
H 2.5551 1.3945 0.7851 0.00
H 3.1458 2.5235 -0.4620 0.04
H 4.2263 1.3577 0.2640 0.05
C 1.2633 -1.3289 4.4015 -0.04
C 2.1109 -1.2990 3.1219 -0.61
C 3.2866 -0.3278 3.2961 -0.04
C 2.6350 -2.7056 2.8101 -0.03
C 1.2636 -0.8261 2.0082 -0.07
C 0.5534 -0.4258 1.1137 -0.19
H 1.8795 -1.6390 5.2458 0.10
H 0.4364 -2.0342 4.3065 0.09
H 0.8591 -0.3394 4.6272 0.08
H 3.9018 -0.6433 4.1394 0.10
H 2.9355 0.6870 3.4923 0.09
H 3.9142 -0.3115 2.4039 0.08
H 3.2211 -3.0739 3.6527 0.10
H 3.2778 -2.6961 1.9294 0.08
H 1.8135 -3.4005 2.6336 0.09
```

Summary:
energy: -47288.26235 eV
ΔE to the lowest compared entry with this formula, charge and spin: 20.2 kJ/mol
total charge: +2
<S²>: 0.76
orbital gap (alpha / beta): 0.2889 / 0.2358 Eh
spin multiplicity: 2

---

Record 3
A molecular structure, C3H5NS at a distorted geometry. Source: the OMol25 dataset; level of theory: ωB97M-V with the def2-TZVPD basis set.

The geometry in XYZ format:
```
10
Properties=species:S:1:pos:R:3:lowdin_charge:R:1
C 0.0736 -0.0574 0.2101 -0.85
C -1.0938 0.4867 -1.6388 -0.24
C 0.9322 -0.4289 1.3717 -0.08
N -0.7124 -0.8754 -0.3668 0.07
S 0.0857 1.4759 -0.5964 0.85
H -0.6434 0.1587 -2.4890 0.01
H -2.0698 0.7756 -1.4209 0.02
H 1.5011 -1.1791 0.9649 0.04
H 0.4014 -0.8371 2.2147 0.07
H 1.5253 0.4810 1.7505 0.10
```

Summary:
energy: -15514.62213 eV
ΔE to the lowest compared entry with this formula, charge and spin: 217.1 kJ/mol
orbital gap: 0.3549 Eh

---

Record 4
A molecular structure, C39H40GaINO21S at a distorted geometry. Source: the OMol25 dataset; level of theory: ωB97M-V with the def2-TZVPD basis set.

The geometry in XYZ format:
```
104
Properties=species:S:1:pos:R:3:lowdin_charge:R:1
C 7.8078 -1.0292 0.8524 -0.02
C 7.6046 0.5405 0.5927 -0.43
O 8.6024 1.1268 0.0889 -0.03
N 6.3704 1.2060 0.8780 0.03
C 6.4677 2.6871 0.7782 -0.20
C 5.0748 3.4612 0.9281 -0.20
C 3.8763 2.5794 1.4995 -0.31
C 3.2709 1.5201 0.4629 -0.33
Ga 1.2799 1.7773 0.0152 0.12
S 1.0471 1.1446 -2.2335 0.15
C 0.0721 0.4197 1.0538 -0.32
C -1.0313 1.2275 1.8913 -0.41
C -2.4036 1.1432 1.0612 -0.67
I -3.9895 2.4061 1.8449 0.72
H 8.9212 -1.2722 0.9153 0.04
H 7.4167 -1.6342 -0.0363 0.09
H 7.2767 -1.3126 1.8233 0.08
H 5.9661 0.8841 1.7617 0.12
H 7.2691 3.0269 1.5098 0.12
H 6.8494 2.9080 -0.2704 0.10
H 5.2453 4.3104 1.6803 0.10
H 4.7361 3.9681 -0.0280 0.10
H 4.2581 2.1038 2.4743 0.09
H 3.0395 3.2916 1.8285 0.08
H 3.9258 1.5807 -0.4768 0.05
H 3.4325 0.4770 0.9028 0.04
H 0.7616 3.2932 0.2219 -0.06
H 1.4124 2.2189 -3.0319 -0.27
H -0.4821 -0.2498 0.3048 0.04
H 0.7754 -0.2040 1.6846 0.04
H -1.1121 0.7903 2.9328 0.09
H -0.7534 2.3235 1.9683 0.05
H -2.1811 1.5004 0.0094 0.05
H -2.7110 0.0526 0.9973 0.05
C 14.0958 -1.5650 0.2807 0.07
C 12.8959 -1.0702 0.5966 -0.22
C 11.8226 -1.9368 1.1627 -0.29
O 10.7497 -1.4440 1.4557 0.09
C 12.1104 -3.3629 1.3389 0.08
C 13.3083 -3.8570 1.0196 -0.23
C 14.3912 -2.9855 0.4795 -0.32
O 15.4778 -3.4716 0.2171 0.10
O 13.5927 -5.1747 1.1735 0.09
O 12.6034 0.2401 0.4168 0.11
H 14.8837 -0.9474 -0.1285 0.14
H 11.3176 -3.9837 1.7337 0.14
H 14.5163 -5.2764 0.8753 0.11
H 11.6790 0.3475 0.7191 0.12
C -7.7635 3.4547 1.4465 0.07
C -7.7154 4.4743 2.3062 -0.22
C -8.9424 5.2356 2.6791 -0.31
O -8.8635 6.1486 3.4818 0.11
C -10.2088 4.8487 2.0497 0.07
C -10.2547 3.8312 1.1874 -0.22
C -9.0321 3.0532 0.8361 -0.30
O -9.1185 2.1193 0.0584 0.10
O -11.4169 3.4606 0.5933 0.09
O -6.5463 4.8611 2.8786 0.07
H -6.8803 2.8946 1.1704 0.06
H -11.0885 5.4193 2.3145 0.13
H -11.1848 2.7054 0.0204 0.11
H -6.7777 5.6119 3.4568 0.12
C -9.4236 -1.1863 -0.4353 0.09
C -9.4106 -1.9822 -1.5066 -0.22
C -9.8825 -3.3948 -1.4316 -0.29
O -9.8743 -4.0870 -2.4369 0.10
C -10.3389 -3.9006 -0.1358 0.08
C -10.3489 -3.1054 0.9365 -0.22
C -9.9030 -1.6846 0.8566 -0.31
O -9.9444 -0.9855 1.8536 0.11
O -10.7660 -3.5562 2.1462 0.10
O -8.9683 -1.5392 -2.7108 0.10
H -9.0860 -0.1588 -0.4762 0.11
H -10.6622 -4.9351 -0.0932 0.09
H -10.6783 -2.7946 2.7500 0.11
H -9.0612 -2.2981 -3.3165 0.11
C -9.7962 -9.0236 -2.9618 0.08
C -10.3013 -7.9250 -2.3937 -0.22
C -10.4679 -7.8222 -0.9125 -0.28
O -10.9161 -6.7995 -0.4216 0.09
C -10.0844 -8.9773 -0.0971 0.08
C -9.5829 -10.0749 -0.6673 -0.22
C -9.3916 -10.1677 -2.1429 -0.32
O -8.9138 -11.1804 -2.6230 0.11
O -9.2255 -11.1535 0.0721 0.10
O -10.6805 -6.8612 -3.1397 0.10
H -9.6682 -9.1107 -4.0322 0.14
H -10.2261 -8.8977 0.9722 0.14
H -8.8931 -11.8089 -0.5703 0.12
H -11.0054 -6.1949 -2.5041 0.10
C 7.4923 7.7193 -2.9413 0.07
C 6.8956 6.9960 -1.9908 -0.22
C 7.3747 5.6284 -1.6383 -0.28
O 6.8171 5.0075 -0.7534 0.10
C 8.5102 5.0825 -2.3877 0.09
C 9.1037 5.8049 -3.3400 -0.23
C 8.6420 7.1828 -3.6735 -0.32
O 9.2221 7.8181 -4.5376 0.10
O 10.1548 5.3160 -4.0465 0.09
O 5.8294 7.4741 -1.3046 0.10
H 7.1562 8.7130 -3.2051 0.13
H 8.8369 4.0822 -2.1343 0.14
H 10.4014 6.0265 -4.6678 0.11
H 5.5848 6.7657 -0.6778 0.12
```

Summary:
energy: -156888.97307 eV
total charge: -1
orbital gap: 0.1442 Eh